(1)
76
Properties=species:S:1:pos:R:3:mulliken_charge:R:1 method="wB97M-V/def2-TZVPD" s2=0.7638 multiplicity=2 e_tot_ev=-68432.582 total_charge=-1
O 25.803 16.699 -23.168 -0.830
V 24.141 16.811 -23.251 1.079
O 23.722 16.627 -24.843 -0.755
O 19.867 16.717 -23.594 -0.315
C 20.858 16.731 -22.646 0.625
O 20.840 16.011 -21.626 -0.712
O 21.875 17.394 -22.880 -0.574
H 19.377 15.973 -23.234 0.279
C 16.919 17.024 -25.713 -1.071
C 17.584 18.200 -26.353 0.465
C 16.593 19.139 -27.120 -0.948
O 17.237 20.262 -27.622 -0.367
C 16.640 21.595 -27.469 -0.646
N 18.131 19.055 -25.299 -0.159
H 15.922 17.240 -25.329 0.353
H 17.625 16.593 -25.004 0.070
H 16.852 16.230 -26.458 0.379
H 18.282 17.938 -27.147 0.234
H 15.870 19.516 -26.396 0.383
H 16.090 18.694 -27.978 0.355
H 16.466 21.768 -26.407 0.291
H 15.786 21.599 -28.146 0.293
H 17.245 22.386 -27.911 0.228
H 18.620 18.570 -24.559 0.025
H 18.660 19.863 -25.593 0.164
C 24.833 19.941 -25.793 -1.520
C 25.260 20.107 -24.373 0.236
C 25.224 21.611 -23.980 -0.704
O 26.177 22.336 -24.825 -0.308
C 26.801 23.544 -24.349 -0.782
N 24.286 19.289 -23.645 -0.134
H 24.778 18.888 -26.069 0.374
H 25.655 20.382 -26.358 0.411
H 23.873 20.411 -26.005 0.392
H 26.290 19.811 -24.171 0.260
H 25.207 21.752 -22.900 0.477
H 24.248 22.024 -24.237 0.273
H 27.406 23.271 -23.484 0.322
H 26.092 24.371 -24.340 0.278
H 27.587 23.864 -25.033 0.254
H 23.399 19.644 -23.972 0.032
H 24.166 19.553 -22.677 0.378
C 19.280 22.572 -22.493 -1.514
C 18.798 21.108 -22.340 1.144
C 18.999 20.457 -20.925 -0.800
O 20.345 20.617 -20.532 -0.469
C 21.286 19.883 -21.281 -0.732
N 17.335 20.948 -22.731 -0.684
H 19.488 22.750 -23.548 0.354
H 20.288 22.665 -22.089 0.306
H 18.636 23.373 -22.129 0.373
H 19.390 20.553 -23.068 -0.172
H 18.583 19.449 -20.928 0.344
H 18.423 20.904 -20.115 0.380
H 22.267 20.203 -20.931 0.300
H 21.302 19.909 -22.370 0.207
H 21.274 18.853 -20.924 0.384
H 16.743 20.951 -21.912 0.280
H 17.183 20.029 -23.122 0.228
C 19.637 13.235 -24.699 -1.510
C 20.408 12.318 -23.665 0.487
C 21.790 11.809 -24.256 -0.684
O 22.417 10.940 -23.241 -0.403
C 21.823 9.581 -23.212 -0.764
N 20.447 13.073 -22.433 -0.554
H 18.697 13.531 -24.235 0.335
H 19.352 12.582 -25.524 0.507
H 20.139 14.139 -25.044 0.305
H 19.823 11.425 -23.447 0.307
H 22.403 12.635 -24.618 0.386
H 21.577 11.270 -25.179 0.303
H 21.277 9.201 -24.075 0.328
H 21.129 9.462 -22.379 0.286
H 22.607 8.852 -23.009 0.275
H 21.004 12.482 -21.833 0.262
H 20.781 14.020 -22.538 0.120

(2)
34
Properties=species:S:1:pos:R:3:mulliken_charge:R:1 method="wB97M-V/def2-TZVPD" s2=0.7599 multiplicity=2 de_lowest_kcal_mol=43.7 e_tot_ev=-20323.510 total_charge=0
C -0.787 0.287 -0.374 0.059
N -0.933 -0.208 -1.715 -0.109
C -0.317 -1.645 -1.707 -0.391
O 0.919 -1.554 -1.977 -0.655
C -0.843 1.817 -0.281 -0.528
C -2.143 2.554 -0.712 -1.029
H 0.127 -0.109 0.135 -0.184
H -1.535 -0.201 0.295 0.322
H -0.189 0.304 -2.279 0.245
H -1.071 -2.077 -2.476 0.243
H -0.471 -2.025 -0.667 0.418
H -0.627 2.033 0.771 0.322
H 0.107 2.301 -0.757 0.355
H -2.744 1.911 -1.388 0.278
H -1.875 3.516 -1.236 0.276
H -2.767 2.658 0.175 0.312
H -3.658 -1.452 -1.898 0.325
H -4.096 -0.901 -0.461 0.322
O -3.832 -1.775 -0.958 -0.655
H 3.053 0.068 -3.432 0.287
H 1.715 -0.129 -2.942 0.362
O 2.292 0.526 -3.312 -0.625
H 1.408 -2.219 -0.603 0.445
H 2.231 -3.194 0.138 0.304
O 1.461 -2.658 0.263 -0.650
H 1.795 2.212 3.125 0.276
H 2.906 1.228 2.952 0.354
O 2.580 1.958 3.547 -0.601
H 2.057 -1.141 1.630 0.315
H 2.089 0.163 1.106 0.262
O 1.958 -0.200 1.979 -0.644
H 0.732 -1.261 3.908 0.299
H -0.072 -0.062 4.443 0.290
O 0.530 -0.726 4.707 -0.599

(3)
25
Properties=species:S:1:pos:R:3:mulliken_charge:R:1 method="wB97M-V/def2-TZVPD" e_tot_ev=-26071.728 smiles="CO[C@@H](CC(=O)F)[C@@H](N)P(C)O" total_charge=0
C 2.773 0.198 0.637 -0.724
O 1.753 0.414 -0.314 -0.371
C 0.446 0.276 0.165 -0.142
C -0.067 1.628 0.738 -0.707
C -0.599 2.525 -0.336 0.539
O -0.011 3.045 -1.213 -0.482
F -1.949 2.696 -0.234 -0.271
C -0.469 -0.272 -0.967 0.309
N 0.264 -0.407 -2.227 -0.706
P -1.200 -1.935 -0.585 0.008
C -2.229 -1.477 0.865 -1.007
O 0.123 -2.618 0.166 -0.514
H 3.060 1.132 1.135 0.265
H 3.639 -0.200 0.110 0.282
H 2.465 -0.529 1.396 0.317
H 0.439 -0.430 1.000 0.552
H -0.825 1.460 1.502 0.312
H 0.786 2.135 1.195 0.345
H -1.350 0.382 -1.062 0.142
H 0.612 0.494 -2.539 0.266
H -0.373 -0.746 -2.941 0.298
H -3.063 -0.853 0.531 0.317
H -2.648 -2.391 1.293 0.367
H -1.678 -0.956 1.650 0.287
H 0.100 -3.571 0.032 0.319

(4)
14
Properties=species:S:1:pos:R:3:mulliken_charge:R:1 method="wB97M-V/def2-TZVPD" de_lowest_kcal_mol=145.0 e_tot_ev=-14428.426 total_charge=0
C 0.285 0.779 -1.117 -0.620
C 1.981 -0.279 0.522 -0.513
C 1.028 -0.408 -0.772 -0.166
C -0.075 0.024 0.247 0.771
C 0.893 0.467 1.513 -0.308
C -1.527 -0.163 0.533 -1.127
I 1.215 2.543 1.615 0.044
H 0.754 1.789 -1.019 0.103
H -0.480 0.682 -1.955 0.252
H 2.304 -1.198 1.067 0.289
H 2.879 0.173 0.426 0.395
H -1.563 -0.999 1.296 0.291
H -2.104 -0.268 -0.460 0.309
H -1.952 0.647 1.141 0.278

(5)
2
Properties=species:S:1:pos:R:3:mulliken_charge:R:1 method="wB97M-V/def2-TZVPD" de_lowest_kcal_mol=87.5 e_tot_ev=-27.795 total_charge=0
H 0.406 -0.672 0.255 0.000
H -0.406 0.672 -0.255 0.000

(6)
23
Properties=species:S:1:pos:R:3:mulliken_charge:R:1 method="wB97M-V/def2-TZVPD" de_lowest_kcal_mol=95.3 e_tot_ev=-25354.121 total_charge=0
C 3.152 -0.068 -0.884 -0.399
C 3.260 0.824 0.227 -0.530
C 1.950 -0.670 -1.083 -0.576
C 2.208 0.815 1.207 -0.919
C 0.776 -0.461 -0.328 -0.246
C 0.940 0.340 0.781 1.052
C -2.596 -1.362 -0.264 -0.423
C -2.003 -0.995 0.875 -0.380
C -2.805 -0.196 -1.123 -0.414
N -1.441 0.326 1.019 -0.240
N -0.108 0.616 1.606 -0.168
O -2.683 2.308 -0.214 -0.607
S -1.797 1.226 -0.517 0.577
H 4.078 -0.227 -1.572 0.262
H 4.242 1.206 0.401 0.368
H 1.855 -1.362 -1.933 0.303
H 2.311 1.373 2.122 0.326
H -0.152 -0.876 -0.599 0.435
H -3.290 -2.173 -0.434 0.403
H -1.766 -1.592 1.730 0.383
H -2.391 -0.358 -2.108 0.287
H -3.885 0.135 -1.244 0.351
H 0.143 1.171 2.336 0.155

(7)
8
Properties=species:S:1:pos:R:3:mulliken_charge:R:1 method="wB97M-V/def2-TZVPD" de_lowest_kcal_mol=65.7 e_tot_ev=-19536.052 total_charge=-1
C -1.523 0.541 0.325 -0.175
N -1.075 0.662 -0.812 -0.475
O 0.999 -1.526 0.669 -0.547
O 1.880 0.680 0.115 -0.544
O 1.825 -0.845 -1.621 -0.565
S 1.193 -0.501 -0.367 0.858
H -2.467 0.963 0.623 0.285
H -0.832 0.026 1.068 0.163

(8)
15
Properties=species:S:1:pos:R:3:mulliken_charge:R:1 method="wB97M-V/def2-TZVPD" de_lowest_kcal_mol=60.8 e_tot_ev=-6801.673 total_charge=+1
C -1.742 -0.654 0.309 0.199
N -2.459 -1.645 -0.089 -0.182
H -0.654 -0.767 0.418 0.012
H -2.102 0.340 0.564 0.330
H -3.286 -1.553 -0.671 0.302
H -2.289 -2.485 0.470 0.318
C 1.463 0.934 -0.586 -0.415
O 0.507 1.672 0.193 -0.509
C 2.067 -0.263 0.107 -0.877
H 2.223 1.650 -0.941 0.347
H 0.932 0.608 -1.499 0.288
H 1.075 2.018 0.902 0.322
H 2.582 -0.884 -0.628 0.330
H 1.303 -0.946 0.432 0.222
H 2.692 0.008 0.957 0.314